Formula: C44H37GeN3O7S6Tc
Source: OMol25
Level of theory: wB97M-V/def2-TZVPD

Geometry as XYZ:
```
99
C44H37GeN3O7S6Tc (wB97M-V/def2-TZVPD)
Tc 0.0533 -0.1539 0.2081
O -0.7154 -6.5380 2.8049
C -0.6027 -5.4529 2.2972
S -1.9786 -4.4091 1.8982
C -1.0526 -3.0696 1.2571
C 0.2860 -3.2179 1.2535
S 1.3472 -1.9792 0.6522
S 0.9456 -4.7164 1.8785
S -1.8477 -1.6543 0.7059
C 5.7188 2.6063 0.2322
O 6.1386 1.5887 1.1341
C 5.7983 0.2971 0.8444
C 6.7409 -0.6792 1.1672
C 6.5142 -2.0121 0.8833
C 5.3571 -2.3928 0.2188
C 4.4186 -1.4339 -0.1045
C 4.5957 -0.1008 0.2494
N 3.5479 0.8307 -0.0240
C 2.4824 1.0466 0.7792
N 2.5628 0.7811 2.0908
C 1.3983 0.6015 2.8711
C 0.1300 0.3705 2.3139
C -0.9296 0.2640 3.2136
C -0.7385 0.3011 4.5837
C 0.5363 0.4318 5.1163
C 1.6065 0.5966 4.2562
O 2.9170 0.7507 4.6480
C 3.2153 0.5780 6.0115
N 1.3662 1.5335 0.2517
C 0.6546 2.6024 0.7731
C -0.7291 2.6406 0.6144
C -1.4794 3.7458 0.9678
C -0.8514 4.8508 1.5090
C 0.5239 4.8329 1.7029
C 1.2775 3.7250 1.3528
O 2.6307 3.6170 1.5711
C 3.3452 4.7781 1.9189
H 6.3765 3.4543 0.4247
H 4.6823 2.8987 0.3904
H 5.8445 2.2820 -0.8040
H 7.6577 -0.3570 1.6408
H 7.2561 -2.7515 1.1512
H 5.1755 -3.4272 -0.0352
H 3.5106 -1.7030 -0.6201
H 3.3169 0.9525 -1.0046
H 3.4445 0.5338 2.5159
H -1.9304 0.1187 2.8316
H -1.5851 0.1866 5.2488
H 0.6772 0.4027 6.1867
H 4.2942 0.6991 6.0971
H 2.9352 -0.4229 6.3570
H 2.7243 1.3340 6.6327
H -1.2402 1.7770 0.1858
H -2.5488 3.7422 0.8063
H -1.4231 5.7270 1.7816
H 1.0002 5.7040 2.1295
H 4.3576 4.4447 2.1407
H 2.9354 5.2668 2.8074
H 3.3673 5.4973 1.0929
O 0.2377 1.3470 -4.1683
S -0.4243 2.2588 -3.2418
O 0.4406 2.7464 -2.1991
O -1.2222 3.2578 -3.9053
S -1.8448 1.0179 -2.2685
C -0.5661 0.0191 -1.6384
Ge 0.3563 -1.0673 -3.1255
C -0.6505 -1.4925 -4.8378
C -0.9407 -2.8268 -5.1233
C -1.5398 -3.1944 -6.3192
C -1.8475 -2.2360 -7.2700
C -1.5727 -0.9056 -6.9983
C -0.9886 -0.5379 -5.7951
C 0.3220 -2.9243 -2.3219
C -0.9377 -3.4571 -2.0547
C -1.0947 -4.7576 -1.6036
C 0.0207 -5.5567 -1.4033
C 1.2850 -5.0361 -1.6341
C 1.4300 -3.7337 -2.0902
C 2.2957 -0.7261 -3.4575
C 3.0252 -1.6491 -4.1987
C 4.3549 -1.4165 -4.5223
C 4.9698 -0.2412 -4.1212
C 4.2403 0.7019 -3.4111
C 2.9140 0.4614 -3.0785
H -0.6952 -3.5952 -4.4058
H -1.7594 -4.2385 -6.5033
H -2.2943 -2.5228 -8.2136
H -1.8075 -0.1395 -7.7258
H -0.7722 0.5006 -5.6099
H -1.8112 -2.8332 -2.2129
H -2.0836 -5.1495 -1.4004
H -0.0971 -6.5722 -1.0462
H 2.1595 -5.6477 -1.4467
H 2.4258 -3.3402 -2.2603
H 2.5340 -2.5514 -4.5443
H 4.9033 -2.1477 -5.1023
H 6.0054 -0.0538 -4.3765
H 4.7002 1.6443 -3.1343
H 2.3181 1.2290 -2.5962
```

Results
Charge   -1
Spin multiplicity   1
LUMO level (alpha / beta)   0.0522 / 0.0526 Eh
HOMO-LUMO gap (alpha / beta)   5.93 / 5.94 eV
Energy relative to the best compared isomer or geometry (same formula, charge and spin)   1.845 eV
Electronic energy   -188758.047 eV